Molecular formula: C10H9F2N3O5
Method: DFT, ωB97M-V/def2-TZVPD

The geometry in XYZ format:
```
29
Properties=species:S:1:pos:R:3:forces:R:3
H 0.9255 2.5587 3.2187 -0.55 -0.20 -2.05
O -0.0901 -1.7697 -0.6124 0.61 0.51 -0.46
O 1.0839 0.0946 -1.1564 -0.21 -0.71 -0.26
O 0.5178 -1.4177 -2.7483 0.17 0.55 0.88
O -1.4091 0.4898 0.3128 -0.49 5.49 4.00
C -1.5163 1.4947 1.0760 -0.50 -4.84 -4.34
N -0.7211 1.5201 2.3261 -1.63 3.88 -0.47
C 0.0303 -2.7522 -2.6617 -0.54 -0.72 -0.89
N 0.7577 4.4017 0.4750 -0.57 -5.62 2.94
H -1.5867 -2.4352 -4.0622 0.05 -0.07 0.16
H 1.6231 0.2302 2.6137 0.17 1.31 -1.60
H -1.1444 -4.1410 -3.8310 0.09 0.07 0.05
H -1.8130 -2.3089 -1.5829 0.08 -0.03 -0.16
F -1.4429 3.6088 3.6374 0.62 -3.48 -1.25
H 0.8911 -3.4193 -2.5435 -0.05 0.04 0.10
C 0.6641 3.3625 1.0841 0.45 3.67 -0.52
H -0.8749 -3.6696 -0.9206 0.09 0.20 0.11
C -1.4304 2.1850 3.4435 -3.29 -2.46 4.38
H 1.5037 0.6117 0.7325 0.39 0.56 1.42
C 0.5561 -0.9337 -1.4757 0.11 0.42 0.15
O -2.0208 1.4668 4.2940 2.88 3.94 -4.26
C 3.1489 1.7364 1.8932 2.78 1.65 0.08
N 4.2071 2.3196 1.9913 -5.84 -3.25 -0.49
C -0.7521 -3.1239 -3.9025 0.11 0.27 -0.35
F -2.4484 2.4924 0.6755 2.50 -1.74 2.08
H -0.1161 -3.0535 -4.7888 -0.02 -0.13 0.12
C 1.6907 1.0315 1.7772 1.25 1.11 0.99
C -0.8041 -2.7002 -1.4171 -0.32 -0.56 0.41
C 0.6220 2.1813 2.1633 1.68 0.11 -0.80
```
Forces are in eV/Å.

Its largest force on an atom is 6.81 eV/Å. Its orbital gap is 0.3933 Ha. For the total energy, the calculation gives -30655.0024 eV. The molar mass comes out at 289.19 g/mol. Its structure (SMILES) is N#CC[C@@H](C#N)N(C(=O)F)C(=O)F.C[C@@H]1COC(=O)O1.